A cluster of 11 separate species, H22O11 in total in a non-equilibrium geometry, computed with ωB97M-V with the def2-TZVPD basis set.

XYZ file:
```
33
Properties=species:S:1:pos:R:3
O 0.419 0.279 0.705
H 0.491 -0.383 1.395
H 0.920 -0.221 -0.021
O -1.232 -1.238 4.198
H -1.989 -0.779 4.507
H -1.216 -2.093 4.645
O 3.463 -3.481 -0.092
H 2.514 -3.725 0.097
H 3.360 -3.309 -0.988
O 4.872 0.915 0.155
H 4.883 1.686 0.859
H 4.827 0.172 0.785
O -1.039 -1.027 -2.385
H -0.631 -1.881 -2.737
H -0.851 -0.313 -2.945
O 1.272 0.234 -2.062
H 0.402 0.193 -1.733
H 1.555 1.044 -1.603
O -0.044 -2.489 3.055
H -0.504 -1.774 2.517
H 0.889 -2.563 2.889
O -2.762 1.270 1.145
H -2.721 1.895 1.857
H -2.333 0.490 1.604
O -1.197 4.187 -0.208
H -1.826 3.724 -0.700
H -0.976 3.422 0.344
O -2.784 0.531 -0.845
H -2.557 -0.066 -1.579
H -3.686 0.602 -1.077
O -0.839 1.566 -3.753
H -0.436 2.300 -4.074
H -0.245 0.828 -3.954
```

As for the SMILES: O.O.O.O.O.O.O.O.O.O.O. As for the HOMO energy: -10.5264 eV. As for the charge: 0. The energy above the lowest of the compared OMol25 structures with the same formula, charge and spin is 488.3 kJ/mol. The largest force on an atom comes out at 4.495 eV/Å. Its lowest unoccupied orbital energy is -0.042 eV.